[1]
Molecular formula: C28H29BiF3N6O2S2Se
Method: DFT, ωB97M-V/def2-TZVPD

Each line ends with the natural charge from an NBO analysis.
Geometry (Å):
Bi1 -1.31977 1.70056 0.89585  1.5852
C1 1.46120 1.35195 3.65050  -0.6265
C2 2.05789 -0.04743 3.47177  -0.2606
C3 3.50433 0.06202 2.99096  -0.6066
C4 1.17527 -0.86682 2.55284  0.0743
C5 0.01128 -1.43152 3.06920  -0.2428
C6 -0.84095 -2.18394 2.27642  -0.2267
C7 -0.54674 -2.41042 0.93749  0.0595
C8 -1.41414 -3.28295 0.07122  -0.6536
C9 0.60563 -1.83638 0.41553  -0.2455
C10 1.45239 -1.06831 1.20335  -0.2552
H1 2.05895 1.94495 4.34584  0.2140
H2 0.44251 1.30184 4.04137  0.2150
H3 1.44554 1.86753 2.69341  0.2405
H4 2.05756 -0.54726 4.44681  0.1938
H5 3.57367 0.70936 2.11439  0.2109
H6 3.91381 -0.91886 2.73980  0.2019
H7 4.11987 0.50261 3.77682  0.2075
H8 -0.23036 -1.27946 4.11573  0.2125
H9 -1.74502 -2.60054 2.70562  0.2078
H10 -1.02013 -4.30283 0.04905  0.2100
H11 -1.43425 -2.90949 -0.95314  0.2229
H12 -2.43688 -3.32053 0.44476  0.2165
H13 0.84843 -2.00975 -0.62372  0.2159
H14 2.34319 -0.64224 0.75682  0.2141
C11 2.87453 -4.15135 -3.66843  -0.6297
C12 1.99642 -2.94070 -3.49305  -0.0022
C13 2.47537 -1.78825 -2.87876  -0.2365
C14 1.67018 -0.66618 -2.75219  -0.1287
C15 0.37612 -0.68876 -3.24450  -0.3519
C16 -0.11687 -1.82864 -3.86092  -0.1795
C17 0.68910 -2.95008 -3.97474  -0.2272
S1 -0.64914 0.76949 -3.06420  2.3408
O1 -1.61263 0.73522 -4.13776  -0.9670
O2 0.26385 1.88013 -3.03327  -0.9662
N1 -1.30066 0.64568 -1.59686  -0.9732
C18 -2.40331 -0.09248 -1.32678  0.4179
C19 -3.16199 -0.88563 -2.22727  -0.3113
C20 -4.25066 -1.58048 -1.76857  -0.1396
C21 -4.62811 -1.49251 -0.42662  -0.3157
C22 -3.87221 -0.69081 0.39388  0.0684
N2 -2.79216 -0.02914 -0.02592  -0.5809
H15 3.84516 -4.00242 -3.19752  0.2128
H16 3.03389 -4.35497 -4.72880  0.2162
H17 2.40741 -5.03300 -3.22634  0.2171
H18 3.48585 -1.77419 -2.48733  0.2085
H19 2.03983 0.23829 -2.28504  0.2299
H20 -1.11693 -1.82226 -4.27084  0.2319
H21 0.30520 -3.84469 -4.45193  0.2064
H22 -2.89920 -0.87078 -3.27012  0.2442
H23 -4.82081 -2.19796 -2.45248  0.2086
H24 -5.49641 -2.00985 -0.04512  0.2149
H25 -4.13099 -0.56529 1.43668  0.2183
Se1 -1.38713 4.27089 1.96726  -0.1881
C23 -0.03790 4.48260 3.15866  0.0509
N3 0.85699 4.67336 3.87050  -0.4931
N4 2.28177 4.25790 1.08594  -0.3340
C24 2.76168 4.90442 0.00554  -0.0561
C25 2.50699 4.10253 -1.08132  -0.3380
C26 1.84964 2.98156 -0.54327  -0.0631
N5 1.71043 3.09259 0.76945  -0.2998
H26 2.20744 4.58590 2.04088  0.4373
H27 3.23080 5.87064 0.08341  0.2119
H28 2.74414 4.28220 -2.11532  0.2274
H29 1.44195 2.13903 -1.07609  0.2289
S2 -4.46243 3.83771 -2.05041  -0.1337
C27 -3.54973 3.21115 -0.92704  0.2400
N6 -2.87939 2.75728 -0.06813  -0.8265
F1 -2.77619 -0.06184 3.17819  -0.3841
C28 -2.68154 1.26883 2.84634  0.6333
F2 -2.14820 1.84751 3.95594  -0.3631
F3 -3.96345 1.70529 2.77555  -0.3609

Atomic forces in eV per Å
Bi 0.4488 -0.6000 0.8704
C -0.0044 -0.1926 0.2074
C 0.0193 0.1422 -0.0878
C -0.1000 -0.0767 0.0747
C 0.0314 -0.0170 0.1089
C -0.0078 -0.0259 -0.0240
C 0.0354 -0.0259 -0.0117
C -0.0148 -0.0495 -0.0545
C 0.0619 0.0310 0.0624
C -0.0045 0.0094 0.0332
C 0.0042 -0.0422 0.0058
H -0.0417 0.0475 -0.0155
H 0.0065 0.0302 0.0237
H -0.0045 0.0848 -0.0428
H 0.0032 -0.0392 -0.0272
H 0.0151 -0.0129 -0.0210
H 0.0485 0.0264 -0.0131
H 0.0201 0.0252 -0.0262
H -0.0146 0.0362 -0.0077
H -0.0056 0.0079 -0.0009
H -0.0445 -0.0094 -0.0266
H -0.0270 -0.0222 -0.0245
H -0.0194 -0.0075 -0.0144
H 0.0157 0.0491 -0.1015
H -0.0117 0.0218 0.0180
C -0.0868 0.0552 0.0521
C 0.0204 -0.0617 -0.0297
C -0.0647 -0.0135 -0.0008
C 0.0684 0.0810 0.0293
C -0.1771 0.1896 0.0479
C -0.0525 -0.0370 -0.0166
C 0.0607 0.0495 0.0553
S -0.1310 -0.0202 0.2481
O -0.0383 -0.1979 0.0434
O 0.1056 0.0180 0.1512
N 0.1724 -0.0269 -0.4835
C -0.3416 -0.3598 -0.0665
C 0.1189 0.1701 0.0568
C 0.0244 -0.0071 0.1065
C -0.0271 -0.0146 -0.0979
C -0.0667 -0.0358 0.1352
N 0.2144 -0.1250 -0.4572
H 0.0108 -0.0289 -0.0041
H 0.0322 -0.0346 0.0087
H 0.0393 -0.0257 -0.0102
H 0.0166 0.0320 -0.0295
H 0.0233 -0.0398 -0.0071
H -0.0156 -0.0108 -0.0054
H -0.0105 0.0145 -0.0294
H -0.0031 -0.0791 -0.0687
H -0.0168 0.0534 -0.0360
H 0.0179 0.0023 0.0383
H 0.0279 0.0067 -0.0220
Se -0.4870 0.7692 -0.1438
C 0.5089 -0.0749 0.2416
N -0.0395 -0.0075 -0.0596
N -0.0066 0.0889 0.0859
C 0.0297 0.0052 -0.0432
C 0.0335 -0.0478 -0.0663
C 0.0383 0.1298 0.0207
N 0.0015 -0.2117 -0.1455
H -0.0479 -0.0209 -0.0256
H -0.0032 -0.0097 0.0452
H -0.0163 0.0582 0.0198
H -0.0192 -0.0328 0.0121
S -0.4814 0.2709 -0.5588
C 0.5930 -0.3172 0.6371
N -0.6050 0.4649 -0.3143
F -0.0303 0.0710 -0.0800
C 0.1445 0.0315 0.0172
F -0.0533 -0.0891 -0.0987
F 0.1094 -0.0230 -0.0573

Computed properties:
DFT total energy, eV: -143554.567
Net charge: -1
HOMO-LUMO gap, eV: 8.02
ΔE to the lowest compared entry with this formula, charge and spin, eV: 0.204

---

[2]
Molecular formula: CH5BrN
Method: DFT, ωB97M-V/def2-TZVPD

Each line ends with the natural charge from an NBO analysis.
Geometry (Å):
C1 0.04906 -0.24730 0.90605  -0.5484
N1 -0.14515 0.29290 -0.89041  -0.9081
Br1 1.61296 -1.21229 1.40551  0.6981
H1 0.03198 0.74234 1.26565  0.2350
H2 -0.81641 -0.88898 1.01663  0.2595
H3 -0.40081 1.31541 -0.70993  0.4222
H4 0.63458 0.08683 -1.55527  0.4265
H5 -0.96620 -0.08891 -1.43823  0.4152

Atomic forces in eV per Å
C -0.6474 -0.5298 -1.3275
N -2.3759 1.1757 -2.7664
Br 1.5517 -1.0834 1.3925
H 0.0806 0.8066 1.2903
H -0.0758 -0.1089 0.4928
H 1.0727 -1.6777 -1.1106
H -0.4014 0.9637 1.0914
H 0.7955 0.4538 0.9376

Computed properties:
DFT total energy, eV: -72637.409
2S+1: 3
Net charge: +1
HOMO-LUMO gap (alpha / beta), eV: 7.12 / 6.94
ΔE to the lowest compared entry with this formula, charge and spin, eV: 0.720

---

[3]
Molecular formula: C21H27N2O3
Method: DFT, ωB97M-V/def2-TZVPD

Each line ends with the natural charge from an NBO analysis.
Geometry (Å):
C1 -7.51068 -1.05118 -1.06574  -0.5471
C2 -6.22604 -0.34178 -0.60526  0.0689
C3 -4.96439 -0.82236 -0.72997  -0.2849
C4 -3.92454 -0.33037 -0.23194  0.3064
O1 -2.78897 -1.17592 -0.50509  -0.4978
C5 -1.60218 -0.40752 0.20297  -0.0414
C6 -0.58081 -1.58577 -0.26382  -0.1792
N1 0.75354 -1.13908 0.14610  -0.3210
C7 1.78587 -1.96178 -0.50464  -0.2288
C8 3.08353 -1.40888 -0.36791  -0.4034
C9 3.57764 -1.17473 0.81786  -0.2952
C10 4.95966 -0.60109 1.06907  -0.3808
C11 5.20458 0.67985 0.25303  -0.0221
C12 5.54663 0.81282 -1.20983  -0.1990
C13 5.61042 1.85499 -2.00464  -0.1841
C14 5.41678 3.13430 -1.24325  -0.1493
C15 5.01419 2.99655 0.05355  -0.2303
C16 4.89799 1.87835 0.79631  -0.2419
C17 2.68874 -0.11732 1.44828  -0.2933
C18 1.14914 -0.87661 1.51495  -0.1990
C19 -4.04678 0.76096 0.27113  -0.3389
C20 -5.36813 1.44115 0.59296  -0.0918
C21 -6.54358 0.78746 0.20543  -0.0373
N2 -7.71915 1.64880 0.09371  0.5141
O2 -8.71329 1.30861 -0.52618  -0.3284
O3 -7.65520 2.49903 1.00012  -0.3747
H1 -7.25732 -2.00252 -1.52003  0.2071
H2 -7.95111 -0.46301 -2.04895  0.2301
H3 -8.16993 -1.05735 -0.51070  0.1708
H4 -5.14276 -1.80732 -1.13079  0.2389
H5 -1.21043 0.31226 -0.27034  0.1606
H6 -1.71889 -0.24347 1.14169  0.1883
H7 -0.57453 -1.94923 -1.18264  0.2245
H8 -0.65070 -2.54458 0.55143  0.2087
H9 0.97262 -0.38963 -0.44707  0.4065
H10 1.43342 -2.24406 -1.41506  0.2296
H11 1.73211 -2.82784 -0.22075  0.2066
H12 3.96736 -2.21541 -0.96196  0.2276
H13 3.26825 -0.78836 -1.14150  0.2499
H14 3.67778 -1.93304 1.46312  0.2310
H15 5.37913 -0.46223 2.16207  0.2439
H16 5.60098 -1.22806 0.79960  0.2048
H17 5.64580 -0.11075 -1.54585  0.1823
H18 5.91694 1.89438 -2.90018  0.2039
H19 5.47266 4.03342 -1.55528  0.1929
H20 4.88269 4.07461 0.39504  0.2170
H21 4.72466 2.18213 1.88138  0.2234
H22 2.78967 0.01611 2.67620  0.2462
H23 2.51495 0.68978 1.01570  0.1778
H24 0.40702 -0.27300 1.88247  0.2012
H25 1.03514 -1.70239 1.91453  0.1841
H26 -3.31285 1.54538 0.71442  0.2354
H27 -5.47759 2.68571 1.04625  0.2874

Atomic forces in eV per Å
C 11.8446 1.4343 -13.6718
C -4.4964 0.5122 1.1430
C -9.6176 -5.6081 -3.6998
C 7.4660 -8.4168 -3.3446
O 1.1897 5.0779 2.9695
C -1.3804 -11.3795 -6.2338
C -0.7903 -0.3099 10.6964
N 1.5041 -0.5016 -3.0196
C -0.8456 4.9942 -0.9253
C 3.2695 -5.8139 -9.5101
C 2.9979 6.5195 8.4765
C -1.4352 5.9418 1.0451
C -0.2061 0.9807 -1.6844
C -1.4651 -1.7216 4.9430
C -1.7194 5.4171 7.7942
C -0.7687 -9.0654 0.7769
C 0.4678 5.4694 -1.7195
C -0.0054 0.5799 3.4177
C -3.2336 -9.4267 8.9618
C 3.0333 7.9678 -4.5175
C -1.3350 15.8081 8.7298
C 0.7898 1.8198 0.0812
C 4.3761 1.3559 -2.2890
N -0.9491 -1.1803 3.8015
O 1.0734 1.1056 -0.0392
O -1.3016 0.2622 -1.8776
H -0.1141 -0.4701 0.3896
H 1.1513 -1.2149 2.3951
H -11.3184 -0.3245 10.1332
H 1.4394 -0.4654 -0.4744
H 1.6480 6.2582 -3.9467
H -1.0214 0.4529 6.0912
H -0.4318 -0.9610 -4.2575
H -0.6376 2.2413 -2.5507
H -0.2903 2.7413 -0.3404
H -0.5445 0.7384 -3.7190
H -0.4221 -9.4123 4.9396
H -2.7029 1.2762 1.5833
H 0.3939 3.5519 -1.9263
H -0.8219 -3.5391 2.2509
H -1.9779 0.1024 -1.6839
H 5.4976 -5.7465 -2.8944
H 0.9285 -4.1008 -2.2716
H 1.9857 -0.2529 -6.7423
H 0.6247 5.9096 -2.9055
H -0.1839 -1.8078 0.8439
H -0.0908 -1.4650 -1.1721
H 0.4199 0.0034 -3.3968
H -0.9249 7.3182 -3.9669
H -1.4708 1.9743 1.3011
H -0.0178 -8.0847 4.5384
H -0.3642 -2.0811 -1.0881
H 0.7839 -4.4645 -1.4343

Computed properties:
DFT total energy, eV: -31310.295
SMILES string: Cc1cc(OCC[N@H+]2CC[C@H](Cc3ccccc3)CC2)ccc1[N+](=O)[O-]
Net charge: +1
HOMO-LUMO gap, eV: 8.77
ΔE to the lowest compared entry with this formula, charge and spin, eV: 22.216